[1]
# C35H44FN3O6PtS5Si

A molecular structure, C35H44FN3O6PtS5Si (ωB97M-V with the def2-TZVPD basis set, OMol25).

Each line ends with the Mulliken spin population.
Element x y z (Å)
Pt 1.359 -1.000 -1.234  0.352
O 7.002 -3.252 -4.346  0.037
C 6.030 -2.842 -3.785  0.015
S 4.377 -3.352 -4.207  0.015
C 3.555 -2.337 -3.058  0.141
C 4.351 -1.554 -2.224  0.089
S 3.745 -0.517 -1.049  0.654
S 6.077 -1.686 -2.438  0.013
S 1.873 -2.355 -3.006  0.374
C -2.948 5.481 -0.501  0.008
C -3.260 4.162 -1.197  0.013
N -2.339 3.101 -0.825  0.036
C -1.279 2.843 -1.644  0.139
C -0.346 1.891 -1.409  -0.020
C 0.704 1.773 -2.493  -0.004
O 0.913 2.759 -3.202  0.003
O 1.275 0.644 -2.654  0.038
C -0.441 1.110 -0.204  0.266
O 0.425 0.191 0.174  0.163
C -1.509 1.406 0.676  -0.074
C -1.654 0.706 1.910  0.237
C -2.701 0.997 2.738  -0.062
F -2.830 0.308 3.912  -0.002
C -3.654 1.958 2.454  0.156
C -3.521 2.681 1.245  0.131
C -2.478 2.413 0.373  -0.032
N -4.740 2.248 3.344  0.002
C -4.326 2.852 4.608  0.017
C -5.596 3.315 5.357  0.004
N -6.733 3.195 4.388  0.001
C -7.001 1.756 4.060  0.003
C -5.659 1.145 3.600  0.022
H -3.679 6.242 -0.778  0.000
H -1.959 5.834 -0.793  0.001
H -2.958 5.365 0.583  -0.005
H -3.189 4.283 -2.277  0.006
H -4.280 3.832 -0.987  -0.006
H -1.196 3.452 -2.533  0.019
H -0.945 -0.055 2.182  0.088
H -4.253 3.445 1.030  0.038
H -3.685 3.702 4.382  0.005
H -3.764 2.154 5.237  -0.001
H -5.537 4.352 5.682  0.000
H -5.843 2.690 6.213  0.000
H -6.401 3.615 3.512  0.000
H -7.572 3.668 4.716  0.000
H -7.758 1.741 3.279  -0.001
H -7.401 1.287 4.957  0.001
H -5.802 0.592 2.676  -0.003
H -5.275 0.449 4.354  -0.001
O 7.077 2.852 -3.542  0.003
C 7.012 1.599 -4.045  0.001
O 7.982 0.895 -4.024  0.025
C 5.698 1.170 -4.619  0.118
C 4.494 1.794 -4.300  -0.042
C 3.303 1.351 -4.845  0.054
C 3.300 0.245 -5.713  0.025
S 1.826 -0.340 -6.355  0.786
C 4.526 -0.383 -6.027  0.081
C 5.706 0.075 -5.488  -0.060
H 6.248 3.317 -3.702  0.000
H 4.448 2.610 -3.586  0.001
H 2.370 1.825 -4.572  0.008
H 4.515 -1.234 -6.695  -0.004
H 6.651 -0.406 -5.710  0.001
C 2.546 -4.248 -0.368  0.005
Si 1.367 -2.885 0.203  0.072
C -0.419 -3.612 0.094  0.034
C -0.588 -4.291 -1.272  0.000
C -1.491 -2.524 0.207  0.003
C -0.680 -4.671 1.172  0.005
C 1.942 -2.516 2.014  0.004
C 2.257 -3.830 2.749  0.002
C 0.918 -1.728 2.831  -0.009
C 3.233 -1.691 2.005  0.017
H 2.435 -5.132 0.265  0.001
H 3.586 -3.919 -0.292  0.000
H 2.370 -4.552 -1.399  0.007
H -0.434 -3.595 -2.098  -0.002
H -1.609 -4.680 -1.359  -0.001
H 0.098 -5.130 -1.405  0.002
H -1.415 -1.796 -0.605  -0.017
H -1.429 -1.969 1.143  0.002
H -2.487 -2.981 0.152  -0.002
H 0.067 -5.468 1.155  0.000
H -1.657 -5.135 0.997  0.001
H -0.697 -4.242 2.175  0.001
H 1.404 -4.505 2.805  0.000
H 2.560 -3.596 3.776  -0.001
H 3.083 -4.367 2.282  0.000
H -0.051 -2.228 2.898  0.000
H 0.779 -0.742 2.393  0.010
H 1.289 -1.594 3.855  0.001
H 4.012 -2.132 1.379  0.001
H 3.628 -1.623 3.026  -0.005
H 3.052 -0.675 1.652  -0.002

HOMO energy (spin up / spin down) = -4.8 / -7.7 eV
Multiplicity = 5
E_LUMO (spin up / spin down) = -1.39 / -1.47 eV
Relative energy (zero: lowest compared OMol25 entry of this formula, charge and spin) = 0.0 kcal/mol
Kohn-Sham gap (spin up / spin down) = 3.419 / 6.256 eV
⟨S²⟩ = 6.07
Calculated total energy = -4475.393260 Ha

=====

[2]
# C35H44N2O2P3Pm

A molecular structure, C35H44N2O2P3Pm at a distorted geometry (ωB97M-V with the def2-TZVPD basis set, OMol25).

Each line ends with the Mulliken spin population.
Element x y z (Å)
C 4.126 -2.666 -1.420  0.000
C 2.882 -2.028 -1.654  -0.004
N 1.844 -2.184 -0.741  -0.006
C 2.107 -2.750 0.458  -0.005
C 3.385 -3.221 0.782  0.000
C 4.402 -3.199 -0.175  0.000
C 2.753 -1.181 -2.791  0.000
P 1.344 -0.126 -3.171  0.008
Pm -0.227 -0.682 -0.934  4.023
P -0.734 -2.842 0.871  0.011
C 1.017 -2.813 1.522  0.009
C -2.509 -0.462 -2.068  -0.035
C -2.700 0.879 -2.274  0.007
C -3.994 1.319 -2.646  -0.001
C -5.017 0.380 -2.825  0.002
C -4.768 -0.987 -2.641  -0.002
C -3.477 -1.414 -2.256  0.007
O 2.317 -3.433 -4.927  0.000
O -0.998 -3.450 -4.816  0.000
H 4.874 -2.615 -2.211  0.000
H 3.540 -3.626 1.781  0.000
H 5.390 -3.581 0.059  0.000
C 2.337 1.397 -2.933  -0.003
C 0.966 -0.067 -4.967  -0.001
H 1.148 -3.738 2.113  0.000
H 1.121 -1.952 2.209  -0.004
H 2.209 -2.840 -4.169  0.000
H 3.545 -1.329 -3.560  0.000
C -1.654 -2.294 2.370  0.001
C -1.081 -4.636 0.889  -0.001
H -1.892 1.620 -2.135  -0.001
H -4.194 2.379 -2.779  0.000
H -6.024 0.717 -3.117  0.000
H -5.562 -1.712 -2.790  0.000
H -3.279 -2.487 -2.120  -0.001
H -0.751 -2.207 -2.202  0.010
H -1.344 -2.586 -5.112  0.000
H -0.055 -3.309 -4.630  0.000
H 2.152 -4.305 -4.512  0.000
H -1.074 -2.776 -1.760  -0.004
H 3.038 1.490 -3.771  0.000
H 1.655 2.246 -2.867  0.000
H 2.902 1.296 -1.990  0.001
H 1.856 0.180 -5.551  0.000
H 0.540 -1.015 -5.337  0.000
H 0.206 0.715 -5.100  0.000
H -1.093 -5.028 1.909  0.000
H -2.056 -4.804 0.416  0.000
H -0.313 -5.164 0.295  0.000
H -1.715 -3.115 3.100  0.000
H -1.174 -1.416 2.830  0.000
H -2.668 -2.013 2.050  0.000
N 0.320 0.804 0.400  -0.005
P 0.037 1.823 1.567  -0.001
C 0.103 1.029 3.198  0.000
C -0.980 1.027 4.085  0.000
C -0.863 0.359 5.309  0.000
C 0.333 -0.282 5.650  0.000
C 1.416 -0.268 4.767  0.000
C 1.303 0.376 3.536  0.000
C 1.270 3.125 1.738  -0.001
C 1.124 4.096 2.743  0.000
C 2.146 5.028 2.948  0.000
C 3.304 4.976 2.162  0.000
C 3.445 4.003 1.166  0.000
C 2.423 3.073 0.949  0.000
C -1.575 2.616 1.393  -0.005
C -1.680 3.986 1.078  0.000
C -2.931 4.523 0.765  0.000
C -4.063 3.701 0.692  0.000
C -3.943 2.327 0.944  0.002
C -2.715 1.782 1.309  0.003
H -1.901 1.555 3.830  0.000
H -1.714 0.348 5.993  0.000
H 0.418 -0.796 6.609  0.000
H 2.357 -0.754 5.033  0.000
H 2.140 0.386 2.837  -0.001
H 0.218 4.121 3.361  0.000
H 2.027 5.785 3.726  0.000
H 4.102 5.702 2.337  0.000
H 4.348 3.964 0.563  0.000
H 2.510 2.293 0.188  0.001
H -0.797 4.614 1.090  0.000
H -3.015 5.598 0.565  0.000
H -5.028 4.124 0.422  0.000
H -4.812 1.672 0.845  0.000
H -2.628 0.717 1.502  0.000

HOMO energy (spin up / spin down) = -6.3 / -6.3 eV
Multiplicity = 5
E_LUMO (spin up / spin down) = 0.45 / 0.45 eV
Relative energy (zero: lowest compared OMol25 entry of this formula, charge and spin) = 0.0 kcal/mol
Kohn-Sham gap (spin up / spin down) = 6.733 / 6.739 eV
⟨S²⟩ = 6.01
Calculated total energy = -3252.428160 Ha

=====

[3]
# C35H44N4OSi2V

A molecular structure, C35H44N4OSi2V at a distorted geometry (ωB97M-V with the def2-TZVPD basis set, OMol25).

Each line ends with the Mulliken spin population.
Element x y z (Å)
V 0.157 -0.223 0.605  1.087
C 4.338 0.602 -0.844  0.000
N 4.071 -0.790 -0.515  -0.001
C 5.055 -1.781 -0.923  0.000
C 4.360 -3.102 -1.172  0.000
C 3.633 -3.505 0.088  0.000
N 2.850 -2.398 0.631  0.003
C 1.785 -2.790 1.535  0.001
C 3.060 -1.099 0.326  0.011
O 2.330 -0.184 0.801  0.014
H 4.624 0.667 -1.894  0.000
H 5.146 1.011 -0.233  0.000
H 3.447 1.192 -0.687  0.002
H 5.833 -1.894 -0.160  0.000
H 5.536 -1.418 -1.830  0.000
H 5.083 -3.871 -1.446  0.000
H 3.645 -2.988 -1.988  0.000
H 4.342 -3.856 0.844  0.000
H 2.942 -4.324 -0.119  0.000
H 1.093 -3.460 1.022  -0.001
H 1.237 -1.924 1.895  -0.014
H 2.197 -3.306 2.406  0.000
C -3.368 -3.677 0.394  -0.001
Si -2.344 -2.303 1.134  0.011
C -3.503 -0.942 1.624  0.001
C -1.543 -3.028 2.660  0.005
N -1.145 -1.584 0.105  0.010
C -0.427 -2.121 -0.956  -0.014
C -0.528 -3.434 -1.449  -0.005
C 0.251 -3.859 -2.517  0.002
C 1.168 -3.011 -3.129  0.002
C 1.306 -1.718 -2.642  0.014
C 0.530 -1.282 -1.581  -0.016
H -4.263 -3.803 1.011  0.000
H -2.844 -4.635 0.365  0.000
H -3.693 -3.434 -0.623  0.000
H -4.139 -1.249 2.463  0.000
H -4.151 -0.677 0.781  0.001
H -2.953 -0.041 1.915  0.000
H -2.298 -3.411 3.356  0.000
H -0.947 -2.278 3.187  -0.003
H -0.880 -3.860 2.395  0.000
H -1.235 -4.115 -0.992  0.000
H 0.135 -4.874 -2.879  0.000
H 1.747 -3.345 -3.981  0.000
H 2.005 -1.029 -3.105  -0.001
H 0.640 -0.224 -1.274  -0.007
C -0.320 0.573 4.958  -0.007
C -0.174 0.315 3.529  0.044
N -0.058 0.110 2.394  -0.096
H -0.985 -0.169 5.400  0.002
H -0.732 1.568 5.138  -0.004
H 0.651 0.500 5.447  0.003
C -0.740 5.374 3.072  -0.001
C -1.787 5.341 2.163  0.000
C -1.856 4.330 1.210  -0.002
C -0.902 3.305 1.152  0.000
C 0.148 3.370 2.078  -0.008
C 0.240 4.391 3.018  -0.003
Si -0.880 1.877 -0.117  -0.020
C -2.599 1.540 -0.841  0.001
C -3.814 1.994 -0.317  0.000
C -5.035 1.614 -0.871  0.001
C -5.069 0.753 -1.957  -0.001
C -3.875 0.269 -2.482  0.000
C -2.664 0.659 -1.930  0.002
C 0.105 2.693 -1.543  0.003
C -0.422 3.016 -2.797  0.004
C 0.370 3.580 -3.795  0.001
C 1.714 3.839 -3.561  0.000
C 2.259 3.535 -2.319  0.001
C 1.461 2.971 -1.333  -0.012
H -0.680 6.166 3.809  0.000
H -2.549 6.112 2.187  0.000
H -2.658 4.360 0.482  0.000
H 0.919 2.606 2.060  -0.004
H 1.076 4.422 3.707  0.000
H -3.821 2.635 0.556  0.000
H -5.959 1.991 -0.449  0.000
H -6.016 0.459 -2.392  0.000
H -3.889 -0.415 -3.323  0.000
H -1.744 0.266 -2.357  -0.003
H -1.470 2.828 -3.002  0.000
H -0.067 3.822 -4.757  0.000
H 2.329 4.279 -4.336  0.000
H 3.306 3.743 -2.121  0.000
H 1.899 2.754 -0.360  -0.002

HOMO energy (spin up / spin down) = -6.4 / -5.6 eV
Multiplicity = 2
E_LUMO (spin up / spin down) = 0.30 / 0.30 eV
Kohn-Sham gap (spin up / spin down) = 6.694 / 5.872 eV
⟨S²⟩ = 0.82
Calculated total energy = -3177.403232 Ha

=====

[4]
# C35H44N4P2RuSSi2

A molecular structure, C35H44N4P2RuSSi2 (ωB97M-V with the def2-TZVPD basis set, OMol25).

Each line ends with the Mulliken spin population.
Element x y z (Å)
Ru 0.564 -0.554 0.777  2.751
C -0.809 -3.762 1.921  0.007
Si -2.115 -2.743 1.071  -0.012
C -2.955 -3.695 -0.288  0.007
C -3.357 -2.074 2.284  0.006
N -1.234 -1.383 0.332  0.247
P -1.714 -0.145 -0.629  -0.059
C -0.323 0.837 -0.246  0.636
P 1.147 1.484 -0.934  -0.123
N 2.108 0.393 -0.174  0.212
Si 3.856 0.303 0.133  -0.016
C 4.040 -1.084 1.382  0.016
C 4.714 -0.121 -1.460  0.006
C 4.473 1.893 0.867  0.008
C 1.434 3.161 -0.401  0.013
C 0.880 3.598 0.802  0.009
C 1.200 4.853 1.291  -0.002
C 2.072 5.671 0.583  0.003
C 2.625 5.239 -0.615  0.000
C 2.310 3.985 -1.110  -0.006
C 1.215 1.407 -2.712  0.036
C 1.678 0.244 -3.327  -0.002
C 1.664 0.150 -4.710  0.000
C 1.186 1.207 -5.472  0.003
C 0.709 2.360 -4.860  0.002
C 0.718 2.463 -3.479  0.001
C -1.796 -0.605 -2.351  0.034
C -1.294 -1.836 -2.765  0.004
C -1.301 -2.164 -4.112  -0.002
C -1.789 -1.257 -5.041  0.006
C -2.273 -0.019 -4.632  0.002
C -2.282 0.310 -3.288  -0.001
C -3.247 0.607 -0.136  0.026
C -3.248 1.487 0.948  -0.003
C -4.447 1.986 1.424  0.002
C -5.642 1.600 0.827  0.002
C -5.644 0.722 -0.248  0.001
C -4.447 0.223 -0.735  -0.013
H -1.240 -4.690 2.304  0.000
H 0.009 -4.037 1.249  -0.001
H -0.392 -3.224 2.773  0.005
H -3.579 -4.471 0.165  0.001
H -3.612 -3.066 -0.893  -0.001
H -2.250 -4.191 -0.956  0.000
H -3.793 -2.888 2.868  0.002
H -2.892 -1.366 2.975  0.000
H -4.172 -1.552 1.779  -0.002
H 3.489 -1.976 1.061  -0.004
H 5.088 -1.368 1.494  0.000
H 3.680 -0.733 2.353  0.001
H 4.385 -1.086 -1.848  0.000
H 4.539 0.633 -2.231  0.000
H 5.792 -0.179 -1.297  0.001
H 3.848 2.219 1.702  0.002
H 5.487 1.743 1.248  0.001
H 4.515 2.703 0.139  -0.001
H 0.200 2.956 1.350  0.007
H 0.768 5.198 2.221  0.000
H 2.319 6.652 0.966  0.000
H 3.300 5.882 -1.164  0.000
H 2.745 3.648 -2.043  -0.001
H 2.051 -0.574 -2.725  -0.009
H 2.032 -0.745 -5.193  0.000
H 1.187 1.135 -6.551  0.000
H 0.339 3.181 -5.459  0.000
H 0.350 3.364 -3.002  -0.001
H -0.909 -2.533 -2.033  -0.008
H -0.928 -3.126 -4.435  0.000
H -1.796 -1.514 -6.092  0.000
H -2.653 0.684 -5.361  0.000
H -2.673 1.269 -2.969  0.000
H -2.311 1.777 1.410  0.001
H -4.454 2.677 2.256  0.000
H -6.579 1.992 1.201  0.000
H -6.578 0.430 -0.709  0.000
H -4.446 -0.457 -1.579  0.000
C -0.723 -1.500 5.692  0.001
N 0.473 -2.106 5.114  0.013
C 1.088 -3.257 5.572  0.005
C 2.144 -3.496 4.766  0.005
N 2.168 -2.471 3.845  0.010
C 1.145 -1.628 4.057  0.030
S 0.752 -0.176 3.213  0.143
H -0.975 -2.042 6.598  0.000
H -1.549 -1.562 4.986  0.000
H -0.528 -0.459 5.932  0.000
H 0.719 -3.797 6.425  0.001
H 2.877 -4.282 4.778  0.001
H 2.864 -2.331 3.127  -0.002

HOMO energy (spin up / spin down) = -13.2 / -14.0 eV
Net charge = +2
Multiplicity = 5
E_LUMO (spin up / spin down) = -5.62 / -6.90 eV
Relative energy (zero: lowest compared OMol25 entry of this formula, charge and spin) = 0.0 kcal/mol
Kohn-Sham gap (spin up / spin down) = 7.549 / 7.077 eV
⟨S²⟩ = 6.02
Calculated total energy = -3333.527074 Ha

=====

[5]
# C35H45N3NiO3

A molecular structure, C35H45N3NiO3 (ωB97M-V with the def2-TZVPD basis set, OMol25).

Each line ends with the Mulliken spin population.
Element x y z (Å)
Ni 0.676 0.020 -0.221  1.739
C -1.710 -3.744 -1.293  0.000
C -0.508 -3.242 -0.498  0.022
C 0.695 -4.161 -0.738  0.000
C -0.773 -3.085 0.987  0.006
C -1.783 -3.809 1.609  -0.005
C -2.005 -3.699 2.973  0.006
C -1.217 -2.848 3.726  -0.005
C -0.200 -2.098 3.143  0.010
C 0.647 -1.192 4.018  -0.005
C -0.197 -0.181 4.799  -0.001
C 1.507 -2.023 4.974  0.001
C 0.021 -2.223 1.765  0.010
N 1.001 -1.418 1.120  0.064
C 2.300 -1.740 1.348  -0.001
O 2.740 -2.632 2.059  0.021
C 3.259 -0.818 0.617  0.012
C 4.637 -0.796 0.734  0.007
C 5.330 0.174 0.014  -0.005
C 4.654 1.097 -0.778  0.008
C 3.275 1.004 -0.837  0.011
N 2.650 0.052 -0.168  0.058
C 2.328 1.930 -1.581  0.010
O 2.774 2.831 -2.279  0.022
N 1.036 1.613 -1.345  0.057
C 0.021 2.383 -1.977  0.003
C -0.552 1.951 -3.180  0.016
C -1.648 2.656 -3.678  -0.006
C -2.158 3.758 -3.018  0.007
C -1.547 4.202 -1.855  -0.006
C -0.451 3.534 -1.325  -0.005
C 0.241 4.031 -0.068  0.002
C 0.118 5.540 0.128  0.000
C -0.257 3.291 1.175  0.006
C -0.006 0.837 -4.061  0.000
C 0.416 -0.483 -3.406  -0.004
C 1.147 1.390 -4.911  0.001
H -1.507 -3.666 -2.362  0.000
H -2.616 -3.176 -1.072  0.000
H -1.917 -4.795 -1.080  0.000
H -0.246 -2.252 -0.895  -0.024
H 0.449 -5.180 -0.430  0.000
H 1.564 -3.848 -0.164  -0.001
H 0.962 -4.181 -1.797  0.000
H -2.406 -4.474 1.025  0.000
H -2.790 -4.275 3.445  0.000
H -1.389 -2.769 4.793  0.000
H 1.314 -0.626 3.365  0.001
H -0.899 -0.679 5.470  0.000
H -0.772 0.470 4.138  0.000
H 0.450 0.452 5.410  0.000
H 0.876 -2.570 5.678  0.000
H 2.169 -1.374 5.552  0.000
H 2.113 -2.739 4.421  0.000
H 5.130 -1.512 1.376  0.001
H 6.409 0.220 0.084  0.000
H 5.159 1.875 -1.333  0.001
H -2.100 2.328 -4.608  0.000
H -3.016 4.284 -3.417  0.000
H -1.928 5.087 -1.362  0.000
H 1.304 3.811 -0.182  0.000
H -0.901 5.836 0.389  0.000
H 0.412 6.082 -0.771  0.000
H 0.765 5.858 0.947  0.000
H -1.333 3.437 1.301  0.000
H 0.242 3.661 2.073  0.000
H -0.061 2.221 1.098  -0.008
H -0.824 0.584 -4.744  0.000
H 1.407 -0.422 -2.957  -0.001
H 0.448 -1.266 -4.167  -0.001
H -0.298 -0.819 -2.644  0.006
H 1.961 1.723 -4.266  0.000
H 0.820 2.246 -5.502  0.000
H 1.527 0.625 -5.592  0.000
C -3.717 -0.320 -0.517  0.002
C -3.378 -0.449 0.970  0.001
C -2.101 0.356 1.049  -0.013
O -1.395 0.006 -0.162  -0.032
C -2.348 -0.362 -1.190  0.002
H -4.205 0.637 -0.711  0.000
H -4.367 -1.114 -0.881  0.000
H -3.177 -1.486 1.245  0.000
H -4.156 -0.054 1.621  0.000
H -1.457 0.101 1.886  0.009
H -2.299 1.431 1.040  0.000
H -2.088 -1.367 -1.525  0.002
H -2.249 0.341 -2.018  0.000

HOMO energy (spin up / spin down) = -8.3 / -8.5 eV
Multiplicity = 3
E_LUMO (spin up / spin down) = 0.03 / -0.39 eV
Relative energy (zero: lowest compared OMol25 entry of this formula, charge and spin) = 0.0 kcal/mol
Kohn-Sham gap (spin up / spin down) = 8.286 / 8.139 eV
⟨S²⟩ = 2.01
Calculated total energy = -3259.079531 Ha